Record 1
ORCA calculation (ωB97M-V/def2-TZVPD) on a cluster of 4 separate species, C22H53N3O in total at a distorted geometry.

Max |F|   3.29 eV/Å
LUMO energy   0.0265 hartree
Total charge   0
Gap between HOMO and LUMO   8.8 eV
Total energy   -30187.6909 eV
HOMO   -0.295 hartree
M   375.69 g/mol
Structure (SMILES)   CCN(CC)CC.CCN(CC)CC.CCN(CC)CC.C1CCOC1
Relative energy (zero: lowest compared OMol25 entry of this formula, charge and spin)   3.7 kcal per mole

```
79
C22H53N3O (ωB97M-V/def2-TZVPD)
C 1.79436 4.67064 -3.67341
C 0.72062 5.80237 -3.42812
N -0.66422 5.26922 -3.62652
C -0.96699 4.93300 -5.03532
C -1.92450 3.69661 -5.09061
C -1.73327 5.85622 -2.84246
C -1.42207 5.78538 -1.33460
H 1.50377 3.79875 -3.08734
H 2.78345 5.01856 -3.37549
H 1.80382 4.26508 -4.68510
H 0.92654 5.99504 -2.37523
H 1.01957 6.64678 -4.04916
H -1.53542 5.76123 -5.45844
H -0.06117 4.66984 -5.58151
H -1.44944 2.96179 -4.44064
H -2.92852 3.92866 -4.73535
H -2.11747 3.33839 -6.10182
H -2.65162 5.28415 -2.97462
H -1.88428 6.89501 -3.13609
H -0.46596 6.16271 -0.97186
H -1.40821 4.73888 -1.03004
H -2.23037 6.35522 -0.87630
C 3.81329 5.97450 8.16179
C 3.92392 4.84201 7.08076
N 4.83138 5.26666 5.96979
C 4.40160 6.39507 5.23919
C 5.59030 7.23822 4.70914
C 5.35102 4.22022 5.07947
C 6.22322 3.14597 5.80209
H 3.06514 6.61828 7.69926
H 4.79474 6.44741 8.19670
H 3.56457 5.65017 9.17226
H 4.26893 4.03262 7.72415
H 2.96324 4.51442 6.68342
H 3.97000 7.15666 5.88865
H 3.61788 6.14583 4.52382
H 6.48375 6.63385 4.55234
H 5.83264 8.13350 5.28171
H 5.40819 7.56241 3.68453
H 4.46056 3.66265 4.78912
H 5.78471 4.63579 4.16990
H 6.93177 3.68771 6.42864
H 5.66743 2.48046 6.46261
H 6.75094 2.53405 5.07054
C -2.90169 -8.42707 -4.17425
C -4.40134 -8.69551 -4.22520
N -4.71140 -9.76814 -3.23825
C -5.48474 -10.85314 -3.82008
C -4.74094 -11.78482 -4.77916
C -5.35708 -9.26028 -1.98624
C -4.53592 -8.14042 -1.31792
H -2.38344 -9.38107 -4.27122
H -2.57441 -8.00840 -3.22257
H -2.59076 -7.72281 -4.94591
H -4.95529 -7.75677 -4.22566
H -4.62001 -9.06839 -5.22582
H -5.87123 -11.49339 -3.02710
H -6.38830 -10.47021 -4.29446
H -4.38140 -12.62055 -4.17884
H -5.33900 -12.21417 -5.58294
H -3.87392 -11.28800 -5.21452
H -5.53175 -9.98509 -1.19111
H -6.34531 -8.85389 -2.20154
H -3.46678 -8.31023 -1.19058
H -4.95870 -7.88398 -0.34653
H -4.59522 -7.19901 -1.86411
C 0.31118 -2.07397 2.41269
C -0.43242 -0.91681 1.87782
C 0.46241 -0.38337 0.77005
O 0.85317 -1.64332 0.22562
C 1.17867 -2.60936 1.26323
H -0.39795 -2.86701 2.65002
H 0.81781 -1.99522 3.37457
H -0.60813 -0.13397 2.61564
H -1.37300 -1.20098 1.40595
H 1.27502 0.24475 1.13508
H -0.10004 0.04670 -0.05867
H 2.23122 -2.48514 1.51780
H 0.98274 -3.60873 0.87467
```


Record 2
ORCA calculation (ωB97M-V/def2-TZVPD) on a cluster of 4 separate species, C22H53N4O in total at a distorted geometry.

Max |F|   2.23 eV/Å
LUMO energy   -0.1354 hartree
Total charge   +1
Gap between HOMO and LUMO   5.8 eV
Total energy   -31668.8610 eV
HOMO   -0.348 hartree
M   389.69 g/mol
Relative energy (zero: lowest compared OMol25 entry of this formula, charge and spin)   4.5 kcal per mole

```
80
C22H53N4O (ωB97M-V/def2-TZVPD)
C 1.92206 -6.50037 1.60152
C 0.83879 -6.90142 1.41585
N -0.52310 -7.20523 1.26415
O -1.13900 -6.29972 0.39417
C -2.17058 -5.55887 1.07375
C -3.38187 -6.41834 1.44461
H 2.83341 -6.01709 1.83086
H -0.62027 -8.15795 0.88999
H -0.93334 -7.18385 2.20874
H -2.51790 -4.78322 0.40618
H -1.75601 -5.03718 1.93555
H -3.56564 -7.12428 0.64235
H -3.13939 -7.00883 2.32788
H -4.23104 -5.77356 1.61902
C 0.07690 1.22433 3.30204
C 0.31422 0.30308 2.11481
N -0.42522 -0.94476 2.19069
C 0.01692 -1.92670 1.22323
C -0.17361 -1.61166 -0.26480
C -1.86383 -0.81699 2.35661
C -2.64557 -0.02066 1.30360
H 0.28138 0.71107 4.24260
H 0.74171 2.08591 3.23590
H -0.94539 1.60458 3.32747
H 1.38220 0.06844 2.09395
H 0.09548 0.85541 1.18861
H -0.46781 -2.88561 1.44880
H 1.08523 -2.10245 1.39693
H -1.21441 -1.70580 -0.57309
H 0.40145 -2.32106 -0.86611
H 0.17535 -0.61216 -0.51992
H -2.04972 -0.36041 3.33181
H -2.29394 -1.82093 2.43982
H -2.15820 0.92122 1.04936
H -3.63682 0.22345 1.69090
H -2.79488 -0.58669 0.38497
C -0.96573 3.91603 0.09355
C -1.77867 4.43622 -1.08129
N -3.09886 3.84068 -1.16474
C -3.77202 4.10301 -2.42657
C -4.13191 5.55353 -2.76566
C -3.91969 3.95963 0.02830
C -4.21375 5.36553 0.56518
H -0.90813 2.82516 0.07519
H 0.05144 4.30763 0.04276
H -1.38499 4.22597 1.05204
H -1.23725 4.19141 -1.99902
H -1.81605 5.53484 -1.02657
H -4.67777 3.49198 -2.47177
H -3.13012 3.71743 -3.22554
H -4.97884 5.90991 -2.18123
H -4.41887 5.62248 -3.81676
H -3.29332 6.23320 -2.61256
H -3.43842 3.38723 0.82755
H -4.86434 3.43908 -0.14854
H -3.32213 5.99328 0.59294
H -4.59230 5.29553 1.58715
H -4.97535 5.87682 -0.02082
C 6.27523 -0.23998 -3.51228
C 5.11266 0.43696 -2.80167
N 4.24651 -0.49581 -2.10276
C 2.99086 0.09228 -1.67185
C 3.03872 1.21372 -0.62632
C 4.90107 -1.36235 -1.13977
C 5.68631 -0.70926 0.00486
H 5.91970 -1.02340 -4.18286
H 6.81874 0.49368 -4.10819
H 6.98648 -0.67897 -2.81121
H 4.51329 0.95169 -3.55691
H 5.51073 1.21704 -2.13489
H 2.33950 -0.70554 -1.30549
H 2.48633 0.48298 -2.56172
H 3.26191 0.83263 0.37002
H 2.06277 1.70310 -0.56858
H 3.77163 1.98029 -0.87736
H 5.58463 -2.01779 -1.68648
H 4.15145 -2.03971 -0.71867
H 6.32333 0.10438 -0.34263
H 6.33657 -1.45123 0.47379
H 5.03107 -0.32303 0.78455
```


Record 3
ORCA calculation (ωB97M-V/def2-TZVPD) on a cluster of 5 separate species, C22H53O6P in total at a distorted geometry.

Max |F|   4.72 eV/Å
LUMO energy   0.0264 hartree
Total charge   0
Gap between HOMO and LUMO   9.2 eV
Total energy   -45244.1461 eV
HOMO   -0.311 hartree
M   444.63 g/mol
Structure (SMILES)   CC(=O)OCCCCP.CCOCC.CCOCC.CCOCC.CCOCC

```
82
C22H53O6P (ωB97M-V/def2-TZVPD)
C 3.90699 6.12943 -4.49196
C 2.94695 6.38230 -3.36385
O 3.37720 6.59249 -2.31335
O 1.61313 6.49750 -3.58610
C 0.79628 5.34223 -3.80597
C 1.44376 4.04729 -4.25304
C 1.78863 3.02843 -3.15179
C 2.27548 3.59668 -1.81532
P 4.09803 3.22122 -1.66073
H 4.68335 6.86598 -4.48294
H 3.37653 6.11241 -5.43560
H 4.30213 5.13705 -4.35223
H 0.19106 5.15559 -2.92640
H 0.08136 5.61782 -4.56638
H 2.30511 4.17234 -4.88951
H 0.72189 3.55753 -4.88756
H 0.89804 2.44837 -2.95600
H 2.51154 2.32629 -3.53832
H 2.05001 4.63285 -1.62161
H 1.80326 3.03782 -1.02137
H 4.45358 3.71470 -0.38752
H 4.04915 1.81289 -1.54159
C -0.52831 2.14106 2.52874
C -0.54298 1.89469 1.02904
O 0.46266 1.00385 0.58262
C 0.42770 -0.30576 1.11915
C -0.85831 -1.06027 0.82953
H 0.44295 2.52709 2.84249
H -1.29723 2.86616 2.79811
H -0.71891 1.22835 3.09553
H -0.35597 2.83666 0.51169
H -1.52877 1.55058 0.69880
H 0.62830 -0.28007 2.19693
H 1.26406 -0.83525 0.66070
H -1.72827 -0.57412 1.27431
H -0.79825 -2.07370 1.23000
H -1.02943 -1.12209 -0.24618
C -1.18794 -6.97732 0.45184
C -1.03176 -5.61238 -0.19743
O -0.19006 -4.72779 0.51915
C 1.14923 -5.14604 0.70854
C 1.91458 -5.37983 -0.58258
H -1.57415 -6.87414 1.46712
H -1.88002 -7.59134 -0.12526
H -0.23980 -7.51328 0.51201
H -2.00495 -5.12257 -0.24014
H -0.68748 -5.71274 -1.23271
H 1.18117 -6.03614 1.34750
H 1.63293 -4.34515 1.26977
H 1.47648 -6.18021 -1.18007
H 2.94672 -5.65453 -0.36286
H 1.91636 -4.47528 -1.19271
C -3.52464 4.61759 -2.73682
C -3.17476 3.14449 -2.86770
O -3.23505 2.42720 -1.64940
C -4.49093 2.39651 -0.99628
C -5.60167 1.76894 -1.82120
H -2.86685 5.10268 -2.01371
H -3.41546 5.11761 -3.70000
H -4.55144 4.76636 -2.40057
H -2.14358 3.05101 -3.21246
H -3.80188 2.66297 -3.62645
H -4.77386 3.40256 -0.66631
H -4.33789 1.80547 -0.09250
H -5.80036 2.32926 -2.73564
H -6.52591 1.73610 -1.24340
H -5.33361 0.75115 -2.10853
C 0.07961 -6.08326 5.88325
C 0.96631 -5.03750 6.53923
O 2.04103 -4.60345 5.72705
C 1.68891 -4.00252 4.49452
C 0.83238 -2.75544 4.63675
H 0.66963 -6.95342 5.59138
H -0.69913 -6.40443 6.57590
H -0.41061 -5.70045 4.98684
H 1.42532 -5.46488 7.43101
H 0.37080 -4.18124 6.87536
H 1.20185 -4.73493 3.84049
H 2.62965 -3.73358 4.01237
H -0.12851 -2.96877 5.10665
H 0.63404 -2.32222 3.65512
H 1.34261 -2.01141 5.25055
```


Record 4
ORCA calculation (ωB97M-V/def2-TZVPD) on a cluster of 5 separate species, C22H54N5O7P in total at a distorted geometry.

Max |F|   12.00 eV/Å
LUMO energy   -0.0126 hartree
Total charge   0
Gap between HOMO and LUMO   8.3 eV
Total energy   -54752.0507 eV
HOMO   -0.318 hartree
M   531.68 g/mol
Structure (SMILES)   CCP(C)COC(=O)OC#N.COC[C@@H](C)N.COC[C@@H](C)N.COC[C@@H](C)N.COC[C@@H](C)N

```
89
C22H54N5O7P (ωB97M-V/def2-TZVPD)
C 8.05666 -2.14548 -1.27286
C 7.44350 -0.78032 -0.60385
P 5.76219 -0.21242 -1.30751
C 6.07067 1.63369 -1.84441
C 5.29523 -1.09550 -2.93463
O 4.27142 -2.14448 -2.80757
C 3.10284 -1.69843 -2.03174
O 2.05590 -1.00628 -2.51014
O 3.05267 -2.10138 -0.60659
C 2.39356 -1.02190 0.15932
N 2.05816 -0.16734 1.09263
H 8.95039 -1.84972 -1.98507
H 7.25313 -2.82381 -1.81304
H 8.55319 -2.76775 -0.38407
H 7.26598 -1.00762 0.55209
H 8.30486 0.04237 -0.67972
H 6.85799 1.61582 -2.73866
H 6.43416 2.30673 -0.95080
H 5.05196 2.00599 -2.32482
H 6.28158 -1.59955 -3.35374
H 4.99059 -0.24686 -3.70854
C 2.74442 -5.02158 0.42661
O 2.08840 -6.17433 0.93162
C 1.78269 -6.11585 2.32799
C 0.48764 -5.34042 2.66344
C 0.64966 -3.82411 2.59017
N -0.62529 -5.74531 1.79191
H 3.42416 -4.57691 1.15982
H 2.00764 -4.28854 0.09342
H 3.32804 -5.32004 -0.44842
H 1.64119 -7.15691 2.64076
H 2.63940 -5.73652 2.89788
H 0.21803 -5.58571 3.69930
H 0.67876 -3.45221 1.56264
H -0.19421 -3.32747 3.08284
H 1.56497 -3.50248 3.09724
H -0.79041 -6.74499 1.91649
H -0.29480 -5.67466 0.82487
C -5.10489 -8.40253 -0.23755
O -3.85378 -7.74121 -0.12980
C -3.53583 -6.89447 -1.23825
C -4.18298 -5.49165 -1.17293
C -5.66540 -5.48745 -1.53795
N -4.01528 -4.88086 0.15407
H -5.34407 -8.67114 -1.27099
H -5.89390 -7.78068 0.18902
H -5.05510 -9.32015 0.35479
H -2.44792 -6.76420 -1.20479
H -3.75702 -7.39724 -2.18742
H -3.66851 -4.85906 -1.90847
H -6.29764 -5.88332 -0.73887
H -6.00578 -4.46400 -1.73336
H -5.84818 -6.07557 -2.44296
H -3.01715 -4.80000 0.35240
H -4.34361 -5.56181 0.84537
C -2.24467 3.74935 2.47850
O -1.58950 2.57836 2.01615
C -1.60656 2.41400 0.59508
C -0.51304 3.21343 -0.15064
C -0.82546 4.70266 -0.27468
N 0.80261 3.05199 0.48586
H -3.11466 4.00651 1.86666
H -1.54046 4.58251 2.51241
H -2.58427 3.56597 3.50144
H -1.42038 1.34781 0.42123
H -2.60479 2.62238 0.19166
H -0.45153 2.81133 -1.17063
H -0.67005 5.24560 0.66129
H -0.17212 5.16707 -1.02232
H -1.86014 4.86102 -0.59517
H 1.04833 2.06116 0.48071
H 0.68675 3.26603 1.48093
C -3.28148 10.74252 1.02106
O -4.00850 9.60327 0.58774
C -3.55711 9.05108 -0.65245
C -2.33520 8.11235 -0.52323
C -1.01605 8.85423 -0.32248
N -2.51094 7.14456 0.56974
H -2.95098 11.36604 0.18478
H -2.42905 10.43276 1.62821
H -3.93769 11.34057 1.65911
H -4.39728 8.45817 -1.03220
H -3.38106 9.84366 -1.38964
H -2.25033 7.55371 -1.46482
H -0.90129 9.24345 0.69256
H -0.17010 8.18036 -0.50070
H -0.92604 9.69085 -1.02271
H -3.34475 6.58668 0.38082
H -2.76210 7.67625 1.40856
```


Record 5
ORCA calculation (ωB97M-V/def2-TZVPD) on a structure of composition C22H55AsB2F14N2O12PS4 at a distorted geometry.

Max |F|   4.10 eV/Å
LUMO energy   0.0330 hartree
Total charge   -1
Gap between HOMO and LUMO   9.0 eV
Total energy   -204140.4506 eV
HOMO   -0.297 hartree
M   1061.44 g/mol

```
113
C22H55AsB2F14N2O12PS4 (ωB97M-V/def2-TZVPD)
N -2.52814 -2.86877 4.56587
H -2.54549 -2.03619 5.13737
H -1.69679 -2.70120 4.01735
H -3.34440 -2.76532 3.98012
H -2.46285 -3.75124 5.05279
N -5.37870 -0.21631 2.12064
H -5.01532 -0.06522 1.19046
H -6.37462 -0.06443 2.19260
H -5.08523 0.33131 2.91694
H -5.12966 -1.15773 2.38860
B -0.69463 -5.66488 4.51087
F -1.83103 -5.46755 5.31645
F -0.99080 -6.42787 3.44887
F -0.10122 -4.42036 4.24075
F 0.21937 -6.26401 5.33920
B -3.49099 1.23723 5.35854
F -3.35803 -0.10543 5.40324
F -4.27338 1.74201 6.44167
F -2.24510 1.81173 5.36865
F -4.19560 1.52285 4.25905
As -1.54696 -1.27691 1.26038
F -1.26296 -2.74810 2.18970
F -3.23172 -1.92185 0.97626
F -1.90777 0.21079 0.43875
F 0.11268 -0.65450 1.47737
F -1.02013 -2.00784 -0.28589
F -2.12203 -0.45856 2.78387
C -4.61930 -1.74752 -3.63164
C -6.12867 -1.49402 -3.79660
C -6.39684 -0.04565 -3.23392
S -5.36984 0.21301 -1.77269
O -6.19967 -0.20317 -0.64604
O -4.82205 1.53352 -1.82657
C -4.16639 -1.12357 -2.27340
H -4.01364 -1.39721 -4.46743
H -4.27560 -2.77099 -3.78153
H -6.68460 -2.22652 -3.21137
H -6.38055 -1.62797 -4.84860
H -7.44387 0.09914 -2.96771
H -6.14076 0.65429 -4.02929
H -4.17625 -1.89817 -1.50659
H -3.16108 -0.70458 -2.22986
C 4.87903 -0.40204 -0.07623
C 3.90045 0.05915 1.05855
C 4.68814 0.01517 2.31462
S 6.20703 1.10840 1.86978
O 7.35076 0.60780 2.60354
O 5.81526 2.52139 2.09655
C 6.14777 0.59670 0.04726
H 4.48537 -0.31073 -1.08855
H 5.32790 -1.38499 0.06671
H 2.94323 -0.45335 1.15443
H 3.59501 1.09124 0.88657
H 5.12625 -0.96342 2.51090
H 4.33046 0.43470 3.25492
H 7.06096 0.09329 -0.27019
H 6.14849 1.51616 -0.53814
C 1.15606 -4.76473 0.27003
C 1.53471 -3.45836 0.77847
C 3.08935 -3.37356 0.74888
S 3.76977 -5.12118 0.68023
O 4.38713 -5.50812 1.96584
O 4.59100 -5.30643 -0.49188
C 2.15833 -5.87603 0.57761
H 0.97290 -4.63757 -0.79692
H 0.15101 -4.91818 0.66300
H 1.06211 -3.26687 1.74184
H 1.08693 -2.66050 0.18601
H 3.60496 -3.05461 1.65471
H 3.57585 -2.98639 -0.14639
H 1.99122 -6.20369 1.60368
H 2.30921 -6.81607 0.04689
C -0.33169 3.18778 1.76445
C 0.31481 2.83187 3.10829
C 1.79467 2.66706 2.80059
S 2.29475 4.05389 1.69363
O 3.21509 3.51666 0.64257
O 2.64297 5.24975 2.52287
C 0.50013 4.23766 1.03992
H -1.35356 3.53328 1.92102
H -0.38556 2.29379 1.14318
H -0.15909 1.97102 3.57995
H 0.02583 3.58642 3.83989
H 1.79009 1.83115 2.10107
H 2.38379 2.26955 3.62704
H 0.61199 4.15410 -0.04110
H 0.20024 5.24240 1.33768
C 4.08943 3.63674 -3.14214
C 3.26227 2.31893 -2.95253
O 1.89037 2.86264 -3.18118
P 1.08242 2.07632 -4.40107
O 1.80930 1.58073 -5.59205
O 0.35246 0.92978 -3.50580
C -0.16303 1.27481 -2.18570
C -1.34752 2.23212 -2.13078
O -0.13166 3.13758 -4.80910
C 0.08375 4.01727 -5.89731
C -0.38323 3.44380 -7.25126
H 3.66594 4.35752 -2.44269
H 5.10168 3.40748 -2.80914
H 4.03974 4.14180 -4.10679
H 3.73386 1.65326 -3.67544
H 3.23178 1.88206 -1.95437
H -0.22793 0.27092 -1.76606
H 0.51168 1.88275 -1.58298
H -1.97384 1.99736 -2.99143
H -2.00118 2.18304 -1.25990
H -1.19797 3.28184 -2.38342
H -0.58202 4.86230 -5.72193
H 1.09993 4.41148 -5.90661
H -1.46477 3.30920 -7.23509
H -0.11557 4.08860 -8.08833
H 0.12416 2.48391 -7.34756
```